Below is a molecular structure, C32H53N8O4SbSi3Y at a distorted geometry, with properties calculated with ωB97M-V/def2-TZVPD.

Cartesian coordinates (Å):
Y -0.04661 0.00151 -0.05319
C 4.60866 0.46951 2.51920
Sb 2.41913 0.64412 2.02120
C 2.49915 -0.16022 0.00059
C 3.39515 0.39968 -1.02686
C 4.79625 0.24189 -1.01446
C 5.57168 0.72407 -2.04730
C 4.95506 1.38295 -3.10411
C 3.57765 1.50922 -3.05355
N 2.81194 1.03976 -2.07135
Si 2.65777 -2.01357 -0.11126
C 0.95160 -2.95823 1.70678
C 4.32864 -2.72947 0.43942
C 2.70830 -2.58015 -1.95495
C 2.04608 2.93795 1.86426
C 1.01468 3.27785 0.81598
C 0.50721 4.58144 0.68364
C -0.37056 4.88266 -0.33639
C -0.75513 3.90434 -1.24077
C -0.26961 2.62941 -1.04004
N 0.58831 2.33381 -0.03968
Si 1.44883 3.27438 3.64779
C 1.37792 5.10571 4.11992
C -0.25130 2.58291 3.99013
C 2.58051 2.47052 4.92232
Si 3.60395 3.96755 1.49225
C 3.30609 5.82084 1.19987
C 4.87709 3.95032 2.87587
C 4.43658 3.43613 -0.08559
H 4.77402 -0.60525 2.45029
H 4.74839 0.79027 3.55450
H 5.34469 0.98395 1.89483
H 5.25296 -0.25814 -0.17329
H 6.64852 0.59789 -2.02711
H 5.51826 1.78567 -3.93578
H 3.05119 2.01664 -3.85900
H 1.10410 -2.48822 2.70009
H 0.98724 -4.04631 1.76882
H -0.10649 -2.63024 1.39177
H 4.57191 -2.47035 1.47018
H 5.09937 -2.33756 -0.23001
H 4.33237 -3.81953 0.35932
H 1.80930 -2.26557 -2.48668
H 2.79214 -3.66647 -2.01650
H 3.56582 -2.15611 -2.49498
H 0.81670 5.34987 1.37300
H -0.75506 5.89122 -0.43462
H -1.44097 4.11410 -2.05024
H -0.57114 1.82170 -1.73405
H 0.66385 5.67133 3.51771
H 2.34858 5.60033 4.06232
H 1.04405 5.15734 5.16072
H -1.02371 3.05313 3.38173
H -0.49679 2.78021 5.03836
H -0.28548 1.50621 3.79640
H 3.61201 2.81616 4.89367
H 2.58251 1.38595 4.81316
H 2.17464 2.70647 5.91163
H 2.83156 6.34112 2.03337
H 2.71332 6.00103 0.30191
H 4.29013 6.27224 1.04099
H 4.49968 4.42631 3.78269
H 5.73400 4.53678 2.53103
H 5.22635 2.95067 3.12794
H 3.74824 3.48068 -0.93285
H 4.82067 2.42233 -0.01850
H 5.27882 4.10402 -0.29098
N -5.71793 2.73437 -0.75818
C -4.47263 2.63032 -0.10178
C -3.54898 1.68670 -0.54654
N -2.34652 1.50971 0.00732
C -2.16138 2.32543 1.06821
C -3.09039 3.23289 1.51504
N -4.28533 3.42723 0.94098
H -5.61690 2.86820 -1.75502
H -6.22248 3.51334 -0.35516
H -3.81244 1.08809 -1.40384
H -1.22234 2.23300 1.58944
H -2.86600 3.84802 2.37817
C -0.86446 -3.63889 -1.65857
C 0.36132 -3.62450 -0.82341
O 1.04262 -4.59324 -0.60226
O 0.84023 -2.42063 -0.22531
H -0.98707 -4.64434 -2.05223
H -0.74393 -2.93869 -2.48860
H -1.67702 -3.23328 -1.08298
O -0.15893 -0.07392 1.86147
C -4.58203 -3.58591 1.55120
N -3.87016 -2.70738 0.65592
C -4.33710 -2.25788 -0.63101
C -3.20784 -1.30564 -1.03443
O -3.16429 -0.69082 -2.08648
N -2.24758 -1.31834 -0.06750
C -2.68309 -2.12164 0.92206
N -2.06152 -2.20289 2.07146
H -5.51767 -3.87868 1.08112
H -4.81642 -3.08364 2.49443
H -4.00604 -4.48997 1.76177
H -5.27328 -1.69813 -0.54736
H -4.44702 -3.07349 -1.34834
H -1.23058 -1.57689 2.20241
H -2.43737 -2.73745 2.83268

Forces on the atoms, in the same order (eV/Å):
0.4 -1.7 0.3
0.0 0.8 -0.2
0.6 -1.2 0.1
-0.2 -0.1 0.5
-0.4 0.4 -0.1
0.0 0.0 0.0
0.0 0.0 0.0
0.0 0.0 0.0
0.0 0.0 0.0
0.0 0.0 0.0
-1.9 -1.1 0.9
-0.2 1.0 3.8
-0.2 -0.2 0.3
1.0 0.6 -0.3
0.1 0.3 -0.2
0.4 -0.2 0.3
-0.2 -0.1 -0.1
0.0 0.1 0.0
0.0 -0.2 -0.2
1.0 0.7 0.0
-0.6 0.1 -0.8
0.2 -0.2 0.0
0.0 0.0 0.0
-0.1 0.0 0.0
0.0 0.1 0.0
0.1 0.0 -0.1
-0.1 0.0 0.0
-0.1 0.0 0.0
0.0 0.1 0.1
-0.1 0.0 0.0
0.0 -0.1 0.0
0.0 -0.1 0.0
0.0 0.0 0.0
0.0 0.0 0.0
0.0 0.0 0.0
0.0 0.0 0.0
-0.1 -0.5 0.3
0.3 0.0 0.0
2.4 -1.0 1.2
0.0 0.0 0.0
0.0 -0.1 0.0
-0.1 0.0 0.0
0.0 0.0 -0.1
0.0 0.0 0.1
0.0 -0.1 0.0
0.0 0.0 0.0
0.0 0.0 0.0
0.0 0.0 0.0
0.3 0.5 0.3
0.0 0.0 0.0
0.0 0.0 0.0
0.0 0.0 0.0
0.0 0.1 0.1
0.0 0.0 0.0
0.0 0.0 -0.1
0.0 0.0 0.0
0.0 0.0 0.0
0.0 0.0 0.0
0.0 0.0 0.0
0.1 0.0 0.0
0.0 0.0 0.0
0.0 0.0 0.0
0.0 0.0 0.0
0.0 0.0 0.0
0.0 0.0 0.0
0.0 0.0 0.0
0.0 0.0 0.0
0.3 0.1 0.1
-0.9 0.4 -0.1
0.5 -0.2 -0.4
-1.5 1.2 0.8
0.5 -0.5 0.2
-0.4 0.3 0.3
0.7 -0.5 -0.2
-0.1 -0.2 0.0
-0.1 0.0 -0.1
0.1 0.0 0.0
0.0 -0.2 0.0
0.0 0.0 0.0
0.2 0.5 -0.3
3.2 2.6 1.7
-0.4 -1.2 -0.7
-2.9 -0.4 -7.3
-0.3 0.0 0.2
0.1 -0.1 -0.1
-0.5 -0.4 0.1
-0.8 0.3 -0.3
0.1 0.1 0.0
0.0 -0.5 0.0
-0.1 0.3 0.1
0.6 -0.7 0.0
0.0 -0.1 -0.2
-0.2 0.1 -0.5
-0.3 0.9 0.6
-0.4 0.3 0.0
0.0 0.0 0.0
0.0 0.0 0.0
0.0 0.0 0.0
-0.1 -0.1 -0.1
0.0 0.1 -0.1
0.1 0.2 0.0
0.1 -0.1 0.0

Maximum force: 7.87 eV Å⁻¹
Frontier orbital gap: 3.7 eV
Energy relative to the best compared isomer or geometry (same formula, charge and spin): 42.7 kcal per mole
Total charge: -1
Lowest unoccupied orbital energy: 2.021 eV
Calculated total energy: -85370.0003 eV